No. 1
# H12NaO10S

A structure of composition H12NaO10S at a distorted geometry (ωB97M-V/def2-TZVPD, OMol25).

## Properties
Energy relative to the best compared isomer or geometry (same formula, charge and spin): 607.3 kcal/mol
Net charge: -1
Gap between HOMO and LUMO: 0.1882 Eh
E_tot: -1319.27734 Ha
HOMO: -3.5 eV

Element x y z (Å)
Na -0.40 0.51 0.18
S 0.55 -1.19 -1.62
O -0.41 -2.26 -1.79
O 0.14 -0.06 -2.47
O 0.49 -0.66 -0.29
O 1.93 -1.63 -1.82
O 1.81 -0.48 0.89
H 1.35 -0.83 0.13
H 1.51 0.43 0.95
O -0.92 -0.26 1.60
H -0.96 -0.21 2.55
H -1.49 -1.00 1.37
O -0.58 1.17 -1.31
H 0.00 1.93 -1.34
H -0.21 0.56 -1.95
O -0.37 -2.41 0.40
H -0.25 -1.53 0.03
H 0.37 -2.52 1.00
O -1.77 1.47 0.69
H -2.07 2.04 1.40
H -2.10 1.88 -0.11
O 1.11 1.31 0.59
H 1.01 2.04 1.19
H 1.27 1.71 -0.26

Listed below, in e, are the Mulliken charges computed for each atom:
1. Na 0.658
2. S 1.299
3. O -0.712
4. O -0.640
5. O -0.330
6. O -0.733
7. O -1.008
8. H 0.442
9. H 0.412
10. O -0.533
11. H 0.171
12. H 0.268
13. O -1.066
14. H 0.144
15. H 0.670
16. O -0.853
17. H 0.354
18. H 0.260
19. O -0.416
20. H 0.206
21. H 0.256
22. O -0.435
23. H 0.288
24. H 0.297



No. 2
# H12NaO10S

A structure of composition H12NaO10S at a distorted geometry (ωB97M-V/def2-TZVPD, OMol25).

## Properties
Energy relative to the best compared isomer or geometry (same formula, charge and spin): 21.7 kcal/mol
Net charge: -1
Gap between HOMO and LUMO: 0.1639 Eh
E_tot: -1320.21062 Ha
HOMO: -3.4 eV

Element x y z (Å)
Na 0.14 -0.42 -0.41
S -0.72 3.22 0.02
O -0.76 4.15 1.17
O -1.98 3.23 -0.76
O 0.43 3.58 -0.88
O -0.46 1.80 0.51
O 1.05 1.27 -2.02
H 1.97 1.39 -2.27
H 0.72 2.22 -1.64
O -2.04 -1.43 -0.43
H -2.01 -2.37 -0.17
H -2.26 -1.44 -1.38
O -2.01 0.44 2.37
H -1.58 1.11 1.72
H -1.61 -0.40 2.13
O 0.45 -3.08 -1.35
H 1.25 -2.98 -1.89
H -0.01 -3.84 -1.72
O 2.38 -0.50 0.20
H 2.59 0.46 0.26
H 3.15 -0.96 0.56
O 0.22 -1.48 1.89
H 1.07 -1.53 2.36
H -0.01 -2.41 1.70

Listed below, in e, are the natural (NBO) charges computed for each atom:
1. Na 0.931
2. S 2.570
3. O -1.056
4. O -1.072
5. O -1.091
6. O -1.182
7. O -1.074
8. H 0.447
9. H 0.532
10. O -0.928
11. H 0.461
12. H 0.480
13. O -1.012
14. H 0.528
15. H 0.445
16. O -0.953
17. H 0.484
18. H 0.474
19. O -0.972
20. H 0.512
21. H 0.469
22. O -0.935
23. H 0.482
24. H 0.463



No. 3
# H12O5S2

A cluster of 6 separate species, H12O5S2 in total at a distorted geometry (ωB97M-V/def2-TZVPD, OMol25).

## Properties
Energy relative to the best compared isomer or geometry (same formula, charge and spin): 13.1 kcal/mol
Net charge: 0
Gap between HOMO and LUMO: 0.3164 Eh
E_tot: -1179.75637 Ha
HOMO: -8.4 eV

Element x y z (Å)
S 4.00 0.19 -3.06
S 4.39 -1.86 -3.42
H 3.16 0.00 -2.00
H 3.52 -2.38 -2.55
O -2.35 1.49 2.66
H -2.28 1.48 3.62
H -2.50 0.57 2.39
O -1.40 -0.21 -1.24
H -1.00 0.50 -0.76
H -1.00 -0.20 -2.13
O -2.19 -1.08 1.26
H -1.79 -1.91 1.48
H -2.10 -0.96 0.30
O -0.17 1.76 0.72
H -0.28 2.72 0.55
H -1.02 1.57 1.13
O 1.23 -0.78 0.12
H 1.17 0.18 0.16
H 0.60 -1.08 0.76

Listed below, in e, are the natural (NBO) charges computed for each atom:
1. S -0.156
2. S -0.147
3. H 0.157
4. H 0.146
5. O -0.980
6. H 0.479
7. H 0.502
8. O -0.976
9. H 0.490
10. H 0.491
11. O -0.992
12. H 0.476
13. H 0.510
14. O -0.982
15. H 0.482
16. H 0.502
17. O -0.956
18. H 0.485
19. H 0.468



No. 4
# H12O6

A cluster of 6 separate species, H12O6 in total at a distorted geometry (ωB97M-V/def2-TZVPD, OMol25).

## Properties
Energy relative to the best compared isomer or geometry (same formula, charge and spin): 34.6 kcal/mol
Net charge: 0
Gap between HOMO and LUMO: 0.4301 Eh
E_tot: -458.61737 Ha
HOMO: -11.2 eV

Element x y z (Å)
O -0.51 -2.58 -0.39
H -1.20 -3.15 -0.88
H -1.05 -1.77 -0.19
O -1.55 0.05 0.30
H -1.22 0.24 1.23
H -1.27 0.75 -0.15
O -0.99 2.55 1.74
H -0.09 2.71 1.39
H -1.58 3.08 1.27
O 2.34 -2.11 0.45
H 2.55 -3.00 0.75
H 1.34 -2.20 0.38
O -0.15 2.28 -0.76
H -0.48 2.29 -1.70
H 0.53 1.61 -0.89
O 1.29 0.14 -0.82
H 1.70 -0.73 -1.01
H 0.35 -0.14 -0.73

Listed below, in e, are the natural (NBO) charges computed for each atom:
1. O -1.000
2. H 0.486
3. H 0.504
4. O -0.968
5. H 0.506
6. H 0.475
7. O -0.957
8. H 0.488
9. H 0.472
10. O -0.964
11. H 0.470
12. H 0.491
13. O -0.984
14. H 0.472
15. H 0.497
16. O -0.977
17. H 0.514
18. H 0.474



No. 5
# H12O6

A cluster of 6 separate species, H12O6 in total at a distorted geometry (ωB97M-V/def2-TZVPD, OMol25).

## Properties
Energy relative to the best compared isomer or geometry (same formula, charge and spin): 27.8 kcal/mol
Net charge: 0
Gap between HOMO and LUMO: 0.3979 Eh
E_tot: -458.62812 Ha
HOMO: -10.6 eV

Element x y z (Å)
O -1.75 2.51 -1.18
H -1.79 2.41 -2.13
H -0.93 2.09 -0.93
O 0.53 0.01 -0.46
H 0.38 -0.10 0.48
H 0.62 -0.88 -0.79
O 1.33 2.06 -1.89
H 1.09 1.38 -1.25
H 1.35 2.87 -1.38
O -1.51 -2.44 2.30
H -1.37 -1.50 2.41
H -0.63 -2.83 2.38
O 1.01 -2.24 -1.64
H 1.55 -3.01 -1.82
H 0.88 -1.84 -2.50
O -0.24 0.19 2.56
H -0.99 0.75 2.78
H 0.48 0.57 3.06

Listed below, in e, are the natural (NBO) charges computed for each atom:
1. O -0.951
2. H 0.471
3. H 0.477
4. O -0.993
5. H 0.493
6. H 0.499
7. O -0.975
8. H 0.488
9. H 0.458
10. O -0.946
11. H 0.479
12. H 0.463
13. O -0.949
14. H 0.492
15. H 0.486
16. O -0.964
17. H 0.487
18. H 0.487



No. 6
# H12O6

A cluster of 6 separate species, H12O6 in total at a distorted geometry (ωB97M-V/def2-TZVPD, OMol25).

## Properties
Energy relative to the best compared isomer or geometry (same formula, charge and spin): 34.3 kcal/mol
Net charge: 0
Gap between HOMO and LUMO: 0.4033 Eh
E_tot: -458.61780 Ha
HOMO: -10.8 eV

Element x y z (Å)
O -0.48 0.31 0.90
H -0.91 1.06 0.47
H -0.96 -0.49 0.71
O -1.65 -1.18 -1.37
H -1.65 -0.31 -1.70
H -1.70 -1.66 -2.20
O -0.74 3.53 -0.18
H -0.08 3.24 -0.77
H -0.40 4.42 -0.06
O 1.58 0.75 -1.03
H 0.96 0.45 -0.38
H 2.47 0.62 -0.61
O 0.04 -2.89 -0.26
H 0.01 -3.68 -0.76
H -0.56 -2.26 -0.65
O 1.57 -0.84 2.42
H 1.67 -0.66 3.34
H 0.80 -0.40 2.11

Listed below, in e, are the natural (NBO) charges computed for each atom:
1. O -0.973
2. H 0.499
3. H 0.496
4. O -0.941
5. H 0.484
6. H 0.484
7. O -0.940
8. H 0.470
9. H 0.470
10. O -0.978
11. H 0.485
12. H 0.478
13. O -0.960
14. H 0.460
15. H 0.474
16. O -0.954
17. H 0.461
18. H 0.484



No. 7
# H12O6

A cluster of 6 separate species, H12O6 in total (ωB97M-V/def2-TZVPD, OMol25).

## Properties
Energy relative to the best compared isomer or geometry (same formula, charge and spin): 40.8 kcal/mol
Net charge: 0
Gap between HOMO and LUMO: 0.4308 Eh
E_tot: -458.60747 Ha
HOMO: -11.4 eV

Element x y z (Å)
O 5.34 1.73 1.71
H 5.18 2.67 1.81
H 4.55 1.39 1.29
O -4.09 4.44 -1.75
H -3.87 4.27 -2.67
H -3.87 3.62 -1.30
O -3.62 0.79 1.48
H -4.27 1.03 2.14
H -3.54 -0.16 1.56
O 4.16 -0.82 -3.78
H 5.01 -0.44 -3.55
H 3.63 -0.73 -2.99
O 1.15 -0.91 0.06
H 0.87 -1.81 0.26
H 0.38 -0.38 0.25
O -2.18 -4.55 1.75
H -1.90 -5.17 2.43
H -2.92 -4.98 1.32

Listed below, in e, are the natural (NBO) charges computed for each atom:
1. O -0.936
2. H 0.467
3. H 0.469
4. O -0.937
5. H 0.466
6. H 0.470
7. O -0.940
8. H 0.470
9. H 0.470
10. O -0.938
11. H 0.467
12. H 0.471
13. O -0.943
14. H 0.472
15. H 0.470
16. O -0.939
17. H 0.470
18. H 0.469



No. 8
# H12O6

A cluster of 6 separate species, H12O6 in total (ωB97M-V/def2-TZVPD, OMol25).

## Properties
Energy relative to the best compared isomer or geometry (same formula, charge and spin): 20.7 kcal/mol
Net charge: 0
Gap between HOMO and LUMO: 0.4181 Eh
E_tot: -458.63955 Ha
HOMO: -11.0 eV

Element x y z (Å)
O -0.64 -1.88 -0.95
H -0.11 -1.34 -1.55
H -1.57 -1.76 -1.15
O -0.38 2.26 -1.23
H -0.18 2.46 -2.15
H 0.29 1.66 -0.88
O -2.99 0.90 -0.41
H -2.17 1.41 -0.50
H -3.65 1.23 -1.02
O 1.70 0.47 -0.64
H 1.55 0.17 0.27
H 2.63 0.30 -0.77
O 1.20 0.73 2.31
H 1.04 -0.09 2.81
H 0.97 1.45 2.91
O 0.75 -2.73 1.35
H 1.46 -2.99 0.77
H 0.10 -2.23 0.84

Listed below, in e, are the natural (NBO) charges computed for each atom:
1. O -0.971
2. H 0.488
3. H 0.493
4. O -0.988
5. H 0.475
6. H 0.505
7. O -0.975
8. H 0.500
9. H 0.468
10. O -0.979
11. H 0.507
12. H 0.483
13. O -0.966
14. H 0.488
15. H 0.482
16. O -0.975
17. H 0.467
18. H 0.500



No. 9
# H12O6

A cluster of 6 separate species, H12O6 in total at a distorted geometry (ωB97M-V/def2-TZVPD, OMol25).

## Properties
Energy relative to the best compared isomer or geometry (same formula, charge and spin): 48.7 kcal/mol
Net charge: 0
Gap between HOMO and LUMO: 0.3992 Eh
E_tot: -458.59492 Ha
HOMO: -10.6 eV

Element x y z (Å)
O 1.41 0.42 0.69
H 1.45 -0.19 -0.17
H 2.35 0.63 0.71
O -2.05 0.10 0.40
H -1.52 -0.24 1.26
H -1.70 1.07 0.18
O 1.29 -1.26 -1.01
H 0.75 -1.76 -0.32
H 0.56 -1.04 -1.73
O -0.75 -0.21 -1.94
H -0.63 0.87 -2.17
H -1.25 -0.21 -0.98
O -0.32 -1.64 1.64
H -0.14 -2.07 2.59
H 0.31 -0.95 1.59
O -0.26 2.08 -0.48
H 0.40 1.39 0.00
H 0.09 3.01 -0.28

Listed below, in e, are the natural (NBO) charges computed for each atom:
1. O -1.031
2. H 0.494
3. H 0.486
4. O -0.997
5. H 0.510
6. H 0.515
7. O -0.961
8. H 0.493
9. H 0.532
10. O -1.036
11. H 0.513
12. H 0.515
13. O -0.973
14. H 0.491
15. H 0.495
16. O -1.047
17. H 0.515
18. H 0.487



No. 10
# H12O6

A cluster of 6 separate species, H12O6 in total at a distorted geometry (ωB97M-V/def2-TZVPD, OMol25).

## Properties
2S+1: 2
Energy relative to the best compared isomer or geometry (same formula, charge and spin): 30.9 kcal/mol
Net charge: +1
Gap between HOMO and LUMO (spin up / spin down): 0.3443 / 0.1070 Eh
E_tot: -458.22230 Ha
HOMO (spin up / spin down): -13.5 / -13.5 eV

Element x y z (Å)
O 1.55 -3.32 1.19
H 2.45 -2.93 1.09
H 0.67 -2.87 0.76
O -1.30 0.39 -1.53
H -0.96 1.29 -1.63
H -1.68 0.45 -0.64
O 1.99 -1.08 -3.07
H 2.56 -1.84 -3.00
H 2.26 -0.71 -3.92
O 1.06 5.21 2.81
H 1.33 6.00 2.32
H 1.85 4.70 2.57
O -0.09 -1.65 0.37
H -0.93 -1.21 0.60
H -0.14 -1.67 -0.61
O -3.22 -0.40 0.71
H -4.16 -0.49 0.48
H -3.22 0.15 1.49

Listed below, in e, are the natural (NBO) charges computed for each atom:
1. O -0.194
2. H 0.526
3. H 0.534
4. O -0.948
5. H 0.479
6. H 0.469
7. O -0.943
8. H 0.461
9. H 0.482
10. O -0.922
11. H 0.465
12. H 0.457
13. O -0.954
14. H 0.544
15. H 0.538
16. O -0.979
17. H 0.502
18. H 0.484



No. 11
# H12O6Pt

A structure of composition H12O6Pt at a distorted geometry (ωB97M-V/def2-TZVPD, OMol25).

## Properties
2S+1: 3
Energy relative to the best compared isomer or geometry (same formula, charge and spin): 14.8 kcal/mol
Net charge: +2
Gap between HOMO and LUMO (spin up / spin down): 0.3639 / 0.3828 Eh
E_tot: -577.26739 Ha
HOMO (spin up / spin down): -17.0 / -18.0 eV

Element x y z (Å)
Pt 0.05 0.02 -0.02
O -0.96 -1.77 -0.62
H -1.58 -2.38 -0.20
H -0.62 -2.26 -1.37
O 1.90 -1.10 0.07
H 2.78 -0.82 0.34
H 2.04 -1.87 -0.48
O -1.84 1.07 -0.28
H -2.17 1.52 -1.06
H -2.49 1.25 0.40
O 0.80 1.85 0.92
H 1.66 2.28 0.94
H 0.23 2.43 1.42
O 0.65 0.23 -2.07
H 1.30 -0.13 -2.67
H 0.27 0.97 -2.54
O -0.63 -0.41 2.02
H 0.05 -0.37 2.69
H -1.45 -0.51 2.50

Listed below, in e, are the natural (NBO) charges computed for each atom:
1. Pt 1.428
2. O -0.946
3. H 0.532
4. H 0.516
5. O -0.947
6. H 0.528
7. H 0.518
8. O -0.953
9. H 0.525
10. H 0.522
11. O -0.958
12. H 0.527
13. H 0.522
14. O -0.955
15. H 0.531
16. H 0.521
17. O -0.958
18. H 0.522
19. H 0.527



No. 12
# H12O6Zn

A structure of composition H12O6Zn at a distorted geometry (ωB97M-V/def2-TZVPD, OMol25).

## Properties
2S+1: 2
Energy relative to the best compared isomer or geometry (same formula, charge and spin): 5.0 kcal/mol
Net charge: +1
Gap between HOMO and LUMO (spin up / spin down): 0.1360 / 0.4581 Eh
E_tot: -2237.68795 Ha
HOMO (spin up / spin down): -6.8 / -16.1 eV

Element x y z (Å)
Zn -0.14 0.01 0.03
O 1.10 -1.34 0.86
H 1.84 -1.06 1.40
H 1.28 -2.27 0.68
O 1.45 1.36 0.11
H 1.59 2.18 0.59
H 1.93 1.47 -0.71
O -1.08 1.45 -1.03
H -0.57 2.24 -1.22
H -1.87 1.54 -1.56
O -0.78 0.60 1.79
H -0.23 0.32 2.53
H -1.49 1.10 2.19
O -1.62 -1.42 0.19
H -1.83 -1.82 1.04
H -1.66 -2.14 -0.43
O 0.48 -0.66 -1.83
H 0.41 -1.43 -2.40
H 1.17 -0.13 -2.23

Listed below, in e, are the natural (NBO) charges computed for each atom:
1. Zn 1.361
2. O -1.045
3. H 0.508
4. H 0.511
5. O -1.114
6. H 0.502
7. H 0.431
8. O -1.042
9. H 0.497
10. H 0.516
11. O -1.037
12. H 0.506
13. H 0.524
14. O -1.011
15. H 0.510
16. H 0.503
17. O -1.080
18. H 0.503
19. H 0.457



No. 13
# H13O6

A cluster of 6 separate species, H13O6 in total at a distorted geometry (ωB97M-V/def2-TZVPD, OMol25).

## Properties
2S+1: 2
Energy relative to the best compared isomer or geometry (same formula, charge and spin): 20.9 kcal/mol
Net charge: 0
Gap between HOMO and LUMO (spin up / spin down): 0.1153 / 0.3971 Eh
E_tot: -459.09307 Ha
HOMO (spin up / spin down): -2.9 / -10.8 eV

Element x y z (Å)
O 1.13 -2.10 -2.19
H 1.90 -1.51 -2.19
H 1.23 -2.63 -2.98
O -1.23 -2.05 -0.62
H -1.94 -2.71 -0.61
H -0.44 -2.45 -1.00
O 1.23 -0.57 2.19
H 1.03 -1.31 1.60
H 0.43 -0.42 2.70
O -1.04 2.40 -0.37
H -1.64 3.10 -0.64
H -1.15 1.09 0.20
O -1.48 0.20 0.61
H -1.52 -0.61 -0.01
H -2.04 0.40 1.41
O 1.50 2.17 0.44
H -0.18 2.78 -0.14
H 1.81 2.57 1.26
H 2.26 1.83 -0.06

Listed below, in e, are the natural (NBO) charges computed for each atom:
1. O -0.975
2. H 0.477
3. H 0.477
4. O -1.016
5. H 0.476
6. H 0.513
7. O -0.978
8. H 0.464
9. H 0.457
10. O -1.002
11. H 0.489
12. H 0.514
13. O -1.152
14. H 0.518
15. H 0.245
16. O -0.987
17. H 0.515
18. H 0.485
19. H 0.482



No. 14
# H13O6

A cluster of 6 separate species, H13O6 in total at a distorted geometry (ωB97M-V/def2-TZVPD, OMol25).

## Properties
Energy relative to the best compared isomer or geometry (same formula, charge and spin): 20.6 kcal/mol
Net charge: +1
Gap between HOMO and LUMO: 0.3866 Eh
E_tot: -458.98549 Ha
HOMO: -13.5 eV

Element x y z (Å)
O -1.51 -0.65 2.86
H -1.65 -1.56 3.19
H -1.90 -0.66 1.99
O -2.84 -0.27 -5.29
H -3.66 -0.68 -4.96
H -3.16 0.21 -6.07
O 1.80 2.32 2.66
H 2.74 2.33 2.46
H 1.62 3.08 3.25
O 0.00 0.06 -0.77
H -0.50 -0.65 -1.18
H 0.72 0.28 -1.39
O 2.18 -1.92 -1.16
H 2.29 -2.73 -1.67
H 2.80 -2.06 -0.44
O 0.20 0.85 1.64
H 0.14 0.62 0.67
H -0.21 0.06 2.09
H 0.93 1.37 2.13

Listed below, in e, are the natural (NBO) charges computed for each atom:
1. O -0.936
2. H 0.508
3. H 0.481
4. O -0.941
5. H 0.467
6. H 0.474
7. O -0.933
8. H 0.519
9. H 0.530
10. O -0.964
11. H 0.516
12. H 0.520
13. O -0.955
14. H 0.482
15. H 0.474
16. O -0.862
17. H 0.546
18. H 0.538
19. H 0.539